(1)
A cluster of 5 separate species, C49H60F2N4O12 in total. Source: the OMol25 dataset; level of theory: wB97M-V/def2-TZVPD.

Last column: Löwdin charge in e.
Atoms and positions in Å:
C 1.128 0.409 2.804  -0.05
C 1.910 0.948 1.653  -0.12
C 1.254 1.907 0.450  -0.13
C 1.350 1.023 -0.927  -0.21
O 1.135 -0.367 -0.404  -0.06
C 0.321 -1.023 -1.438  -0.19
O 0.230 -2.350 -1.336  0.00
C -0.399 0.025 -2.526  -0.18
C -0.445 -0.544 -4.062  -0.03
C 0.800 -1.520 -4.489  -0.12
O 0.851 -2.863 -4.265  0.01
F 1.995 -0.981 -5.241  -0.05
C -1.973 -0.102 -2.050  -0.27
C -2.155 0.168 -0.409  -0.05
C -3.041 0.732 -2.967  -0.19
C -4.260 -0.295 -3.356  -0.25
C -5.054 -0.908 -2.054  -0.13
C 0.397 1.465 -2.229  -0.19
C -0.524 2.832 -2.070  -0.11
C -0.803 3.619 -3.488  -0.19
C -1.603 5.063 -3.220  -0.20
C -0.682 6.142 -2.370  -0.20
C -1.488 6.665 -1.005  -0.20
C -2.039 5.414 -0.076  -0.22
C -2.716 5.932 1.363  -0.20
C -3.903 4.824 1.759  -0.26
C -4.100 4.783 3.387  -0.16
C 1.582 1.605 -3.401  -0.05
C 2.595 2.870 -3.161  -0.16
O 2.560 3.747 -2.155  0.02
F 3.716 3.022 -4.160  -0.04
H 0.449 -0.552 2.760  0.04
H 1.251 0.947 3.838  0.07
H 3.050 0.629 1.579  0.12
H 1.995 2.837 0.339  0.12
H 0.164 2.274 0.723  0.12
H 2.525 0.989 -1.106  0.17
H -0.498 0.325 -4.854  0.13
H -1.439 -1.186 -4.215  0.15
H -2.252 -1.256 -2.184  0.15
H -3.128 0.821 -0.205  0.08
H -1.259 0.760 0.056  0.07
H -2.282 -0.887 0.122  0.11
H -2.608 1.208 -3.943  0.10
H -3.477 1.604 -2.278  0.12
H -5.036 0.320 -4.004  0.11
H -3.833 -1.137 -4.078  0.11
H -4.752 -2.044 -1.938  0.08
H -6.239 -0.884 -2.160  0.09
H -4.825 -0.340 -1.038  0.07
H 0.021 3.626 -1.365  0.10
H -1.571 2.639 -1.561  0.11
H 0.184 3.933 -4.066  0.12
H -1.458 3.031 -4.258  0.09
H -2.685 4.917 -2.800  0.10
H -1.736 5.537 -4.307  0.11
H 0.371 5.664 -2.075  0.11
H -0.404 7.093 -3.036  0.11
H -2.465 7.205 -1.428  0.12
H -0.816 7.435 -0.389  0.10
H -2.919 4.825 -0.625  0.10
H -1.222 4.603 0.166  0.10
H -3.191 6.980 1.119  0.12
H -1.881 5.955 2.183  0.08
H -4.941 5.097 1.268  0.11
H -3.602 3.757 1.385  0.09
H -3.291 4.060 3.839  0.08
H -5.160 4.379 3.674  0.07
H -3.901 5.878 3.787  0.08
H 2.245 0.621 -3.262  0.15
H 1.146 1.709 -4.483  0.13
O 5.565 -8.009 -4.088  0.05
N 5.818 -6.917 -3.558  -0.33
O 6.961 -6.478 -3.365  0.06
C 4.685 -6.088 -3.126  -0.15
C 3.376 -6.561 -3.292  -0.02
C 2.304 -5.780 -2.857  -0.07
C 2.539 -4.537 -2.267  -0.07
C 3.843 -4.064 -2.113  -0.05
C 4.923 -4.838 -2.541  0.00
H 3.177 -7.528 -3.749  0.12
H 1.285 -6.141 -2.975  0.11
H 1.700 -3.933 -1.924  0.08
H 4.018 -3.092 -1.655  0.11
H 5.934 -4.456 -2.411  0.12
O -1.293 -9.527 1.862  0.05
N -0.714 -8.981 0.912  -0.33
O -1.283 -8.338 0.018  0.06
C 0.747 -9.108 0.837  -0.14
C 1.428 -9.858 1.806  0.00
C 2.815 -9.996 1.716  -0.07
C 3.512 -9.387 0.672  -0.06
C 2.832 -8.632 -0.286  -0.05
C 1.445 -8.489 -0.208  0.01
H 0.899 -10.339 2.626  0.12
H 3.352 -10.581 2.459  0.11
H 4.593 -9.501 0.603  0.11
H 3.383 -8.158 -1.095  0.09
H 0.930 -7.901 -0.964  0.11
O 0.622 5.714 2.532  0.07
N 0.417 6.936 2.572  -0.30
O -0.315 7.551 1.782  0.03
C 1.089 7.709 3.623  -0.14
C 1.955 7.061 4.515  0.00
C 2.610 7.805 5.498  -0.07
C 2.399 9.181 5.590  -0.07
C 1.528 9.823 4.707  -0.07
C 0.869 9.089 3.719  0.00
H 2.130 5.989 4.456  0.12
H 3.289 7.312 6.190  0.11
H 2.917 9.758 6.355  0.11
H 1.367 10.895 4.788  0.11
H 0.196 9.605 3.036  0.12
O 0.295 -1.805 4.795  0.05
N -0.698 -2.203 4.168  -0.32
O -1.444 -1.473 3.499  0.04
C -1.015 -3.635 4.226  -0.14
C -0.221 -4.491 5.001  0.00
C -0.542 -5.847 5.072  -0.07
C -1.643 -6.344 4.372  -0.07
C -2.426 -5.491 3.593  -0.06
C -2.117 -4.131 3.517  0.00
H 0.640 -4.119 5.553  0.12
H 0.065 -6.519 5.677  0.11
H -1.892 -7.401 4.435  0.11
H -3.281 -5.885 3.048  0.11
H -2.739 -3.479 2.907  0.12

Results
SMILES string: C=CC[C@H]1OC(=O)[C@@](CC(=O)F)([C@@H](C)CCC)[C@]1(CCCCCCCCC)CC(=O)F.O=[N+]([O-])c1ccccc1.O=[N+]([O-])c1ccccc1.O=[N+]([O-])c1ccccc1.O=[N+]([O-])c1ccccc1
HOMO-LUMO gap (eV): 5.441
Highest occupied orbital energy (eV): -6.3
2S+1: 1
LUMO energy (eV): -0.9

---

(2)
A structure of composition C49H61BrCrN5O2. Source: the OMol25 dataset; level of theory: wB97M-V/def2-TZVPD.

Last column: Löwdin charge in e.
Atoms and positions in Å:
Cr 0.117 -0.296 -0.351  0.92
C -2.947 1.727 1.888  -0.01
C -2.134 0.868 0.976  -0.23
N -0.838 0.951 0.887  -0.03
N -0.207 1.830 1.673  0.09
C 1.098 1.840 1.398  -0.46
O 1.614 1.128 0.502  -0.16
C 1.952 2.755 2.190  -0.15
C 1.387 3.693 3.056  -0.03
C 2.198 4.589 3.729  -0.08
C 3.575 4.552 3.550  -0.08
C 4.141 3.608 2.706  -0.07
C 3.332 2.713 2.023  -0.01
C -2.735 -0.094 0.084  -0.18
C -4.114 -0.243 -0.054  0.01
C -4.614 -1.165 -0.950  -0.04
C -3.719 -1.921 -1.695  -0.04
C -2.367 -1.718 -1.511  -0.11
N -1.866 -0.838 -0.642  0.06
H -2.279 2.334 2.488  0.07
H -3.573 1.115 2.540  0.09
H -3.599 2.383 1.305  0.09
H 0.314 3.705 3.174  0.11
H 1.760 5.319 4.399  0.10
H 4.204 5.262 4.072  0.10
H 5.215 3.569 2.580  0.10
H 3.759 1.976 1.353  0.12
H -4.776 0.368 0.541  0.11
H -5.680 -1.299 -1.073  0.12
H -4.059 -2.653 -2.412  0.12
H -1.649 -2.297 -2.073  0.12
C -3.792 0.473 -4.087  -0.06
C -2.275 0.349 -4.272  -0.37
C -1.967 -0.127 -5.696  -0.05
C -1.596 1.666 -3.934  -0.14
C -1.999 2.785 -4.654  -0.05
C -1.496 4.043 -4.383  -0.07
C -0.606 4.193 -3.339  -0.04
C -0.176 3.106 -2.588  -0.13
C 0.791 3.346 -1.456  -0.37
C 2.189 3.704 -1.965  -0.03
C 0.269 4.425 -0.501  -0.05
C -0.633 1.818 -2.907  -0.13
N -0.080 0.640 -2.282  0.02
C 0.464 -0.181 -3.155  -0.12
C 0.780 -1.505 -2.867  -0.40
C 1.181 -2.530 -3.739  -0.02
C 1.136 -3.690 -2.994  -0.03
C 0.711 -3.344 -1.687  -0.23
N 0.517 -2.018 -1.610  0.01
C 0.466 -4.363 -0.592  -0.51
C 1.799 -4.668 0.109  -0.01
C -0.071 -5.663 -1.209  -0.06
C -0.560 -3.882 0.435  -0.05
H -4.271 -0.492 -4.264  0.08
H -4.217 1.193 -4.787  0.08
H -4.037 0.801 -3.075  0.08
H -1.924 -0.414 -3.584  0.09
H -2.334 0.590 -6.432  0.08
H -2.455 -1.087 -5.879  0.08
H -0.897 -0.259 -5.856  0.07
H -2.718 2.668 -5.456  0.11
H -1.807 4.897 -4.971  0.10
H -0.215 5.176 -3.109  0.11
H 0.878 2.414 -0.917  0.07
H 2.159 4.595 -2.596  0.08
H 2.614 2.881 -2.543  0.08
H 2.848 3.899 -1.116  0.08
H 0.920 4.494 0.370  0.07
H -0.741 4.189 -0.159  0.08
H 0.249 5.403 -0.986  0.07
H 0.626 0.168 -4.173  0.15
H 1.448 -2.412 -4.778  0.11
H 1.387 -4.683 -3.330  0.10
H 2.547 -4.990 -0.618  0.09
H 1.666 -5.464 0.846  0.09
H 2.184 -3.785 0.619  0.06
H 0.682 -6.169 -1.814  0.08
H -0.944 -5.474 -1.837  0.09
H -0.369 -6.345 -0.410  0.09
H -0.313 -2.886 0.794  0.04
H -0.576 -4.569 1.283  0.09
H -1.563 -3.854 0.005  0.08
C 6.366 -4.127 3.265  -0.07
C 6.337 -3.214 2.036  -0.56
C 7.351 -2.079 2.244  -0.05
C 6.745 -4.049 0.813  -0.05
C 4.953 -2.611 1.816  -0.18
C 4.662 -1.945 0.638  -0.10
C 3.405 -1.414 0.405  -0.50
Br 3.277 -0.432 -1.234  0.93
C 2.322 -1.557 1.307  -0.37
O 1.069 -1.271 1.033  -0.24
C 2.684 -2.082 2.588  -0.08
C 3.949 -2.614 2.779  0.01
C 1.696 -2.019 3.764  -0.52
C 2.357 -2.436 5.082  -0.07
C 0.497 -2.947 3.525  -0.04
C 1.199 -0.574 3.946  -0.03
H 7.339 -4.615 3.337  0.08
H 5.601 -4.903 3.193  0.09
H 6.209 -3.562 4.186  0.08
H 8.347 -2.485 2.436  0.08
H 7.059 -1.462 3.097  0.09
H 7.404 -1.435 1.365  0.08
H 7.683 -4.575 1.010  0.08
H 6.892 -3.430 -0.071  0.07
H 5.976 -4.789 0.584  0.09
H 5.411 -1.814 -0.131  0.09
H 4.175 -3.046 3.744  0.08
H 2.627 -3.494 5.086  0.08
H 1.651 -2.272 5.899  0.08
H 3.247 -1.838 5.285  0.09
H 0.829 -3.974 3.361  0.09
H -0.061 -2.618 2.655  0.05
H -0.169 -2.929 4.392  0.09
H 2.045 0.109 4.065  0.10
H 0.568 -0.503 4.836  0.09
H 0.614 -0.253 3.089  0.06

Results
Energy relative to the best compared isomer or geometry (same formula, charge and spin) (eV): 0.4161
HOMO-LUMO gap (spin up / spin down) (eV): 6.280 / 6.082
Highest occupied orbital energy (spin up / spin down) (eV): -7.1 / -7.2
2S+1: 4
Expectation value of S²: 3.784
LUMO energy (spin up / spin down) (eV): -0.9 / -1.1

---

(3)
A cluster of 9 separate species, C49H63F25N2O18S2 in total. Source: the OMol25 dataset; level of theory: wB97M-V/def2-TZVPD.

Last column: Löwdin charge in e.
Atoms and positions in Å:
C -0.183 6.684 -1.123  -0.17
C 0.111 5.525 -2.080  -0.56
S -0.851 5.662 -3.602  0.90
C -1.360 3.997 -4.073  -0.43
C -0.282 2.976 -4.410  -0.11
C -0.619 1.804 -4.978  -0.10
C -2.003 1.400 -5.367  -0.12
C -2.658 0.413 -4.360  -0.17
C -4.068 0.857 -3.968  -0.21
C -4.709 -0.080 -2.936  -0.27
N -4.882 0.564 -1.616  0.00
C 0.459 0.798 -5.248  -0.30
O 0.428 0.075 -6.208  0.14
C 1.592 0.741 -4.282  -0.07
C 2.282 -0.571 -4.014  -0.05
C 2.453 -0.932 -2.527  -0.35
C 3.868 -0.743 -1.964  -0.04
F 1.484 -0.331 -1.723  -0.03
C 1.928 1.917 -3.749  -0.12
N 2.997 2.086 -2.819  0.14
C 2.675 2.475 -1.711  -0.71
S 2.333 2.587 -0.199  0.87
C 1.176 3.166 -4.151  -0.30
O 1.783 4.195 -4.274  0.12
H 0.221 7.604 -1.549  0.07
H 0.367 6.497 -0.198  0.07
H -1.247 6.786 -0.918  0.06
H -0.053 4.560 -1.591  0.07
H 1.180 5.570 -2.297  0.06
H -2.018 3.563 -3.314  0.09
H -1.973 4.139 -4.963  0.06
H -2.680 2.244 -5.506  0.09
H -1.943 0.919 -6.347  0.12
H -2.038 0.200 -3.486  0.12
H -2.800 -0.530 -4.897  0.12
H -4.085 1.889 -3.602  0.11
H -4.722 0.852 -4.845  0.11
H -4.142 -1.016 -2.834  0.10
H -5.710 -0.368 -3.270  0.11
H -3.995 0.963 -1.312  0.08
H -5.074 -0.178 -0.948  0.03
H 1.643 -1.342 -4.453  0.12
H 3.233 -0.656 -4.544  0.14
H 2.269 -2.010 -2.457  0.13
H 4.405 -0.031 -2.594  0.07
H 4.418 -1.682 -1.980  0.06
H 3.804 -0.322 -0.959  0.08
C 4.786 -5.777 -5.860  -0.05
C 4.703 -6.555 -4.565  -0.19
O 5.666 -6.071 -3.603  0.04
C 5.316 -4.992 -2.926  -0.40
O 4.291 -4.382 -3.034  0.16
C 6.415 -4.629 -1.911  -0.53
F 7.638 -4.686 -2.450  0.17
F 6.398 -5.469 -0.868  0.17
F 6.229 -3.393 -1.446  0.15
H 5.803 -5.798 -6.253  0.08
H 4.112 -6.205 -6.602  0.09
H 4.515 -4.732 -5.709  0.08
H 4.956 -7.599 -4.736  0.13
H 3.701 -6.526 -4.141  0.11
C -10.657 -2.377 0.996  -0.06
C -9.690 -2.164 2.140  -0.20
O -8.340 -2.001 1.663  0.04
C -8.018 -0.790 1.235  -0.40
O -8.730 0.169 1.206  0.17
C -6.540 -0.770 0.809  -0.52
F -6.216 -1.841 0.066  0.16
F -5.733 -0.779 1.880  0.17
F -6.247 0.316 0.090  0.10
H -10.338 -3.218 0.379  0.09
H -11.657 -2.577 1.377  0.09
H -10.702 -1.499 0.351  0.08
H -9.680 -3.042 2.782  0.13
H -9.978 -1.315 2.757  0.11
C -1.103 -2.873 -0.953  -0.06
C -1.723 -4.249 -0.860  -0.19
O -1.217 -5.112 -1.901  0.04
C -0.038 -5.670 -1.669  -0.40
O 0.637 -5.530 -0.693  0.17
C 0.341 -6.588 -2.845  -0.54
F 0.111 -6.001 -4.025  0.17
F -0.376 -7.720 -2.805  0.17
F 1.632 -6.919 -2.799  0.16
H -1.254 -2.453 -1.949  0.08
H -1.543 -2.201 -0.217  0.08
H -0.028 -2.916 -0.779  0.07
H -2.798 -4.191 -1.016  0.12
H -1.560 -4.699 0.118  0.13
C -9.410 4.672 -4.656  -0.06
C -8.214 5.221 -3.910  -0.19
O -6.980 4.739 -4.476  0.03
C -6.542 5.376 -5.552  -0.40
O -7.066 6.302 -6.096  0.18
C -5.200 4.769 -5.995  -0.54
F -5.233 3.428 -5.985  0.15
F -4.216 5.154 -5.168  0.16
F -4.872 5.150 -7.225  0.18
H -9.371 3.583 -4.687  0.08
H -10.334 4.979 -4.169  0.08
H -9.427 5.027 -5.686  0.08
H -8.221 4.874 -2.879  0.13
H -8.218 6.310 -3.889  0.13
C 5.070 -1.589 4.852  -0.05
C 5.206 -0.224 4.216  -0.19
O 4.028 0.106 3.450  0.04
C 2.989 0.579 4.114  -0.40
O 2.908 0.765 5.292  0.18
C 1.870 0.902 3.110  -0.54
F 1.714 -0.079 2.213  0.16
F 2.158 2.029 2.432  0.05
F 0.697 1.082 3.712  0.17
H 4.843 -2.341 4.095  0.08
H 5.994 -1.863 5.359  0.08
H 4.257 -1.604 5.579  0.08
H 6.035 -0.224 3.511  0.11
H 5.410 0.546 4.957  0.11
C -8.704 -0.486 5.452  -0.05
C -7.331 -0.518 6.086  -0.19
O -7.402 -0.954 7.457  0.04
C -7.474 -2.265 7.644  -0.40
O -7.489 -3.103 6.792  0.17
C -7.494 -2.574 9.152  -0.55
F -8.335 -1.764 9.808  0.17
F -6.272 -2.409 9.677  0.17
F -7.874 -3.828 9.377  0.17
H -9.385 0.128 6.042  0.09
H -8.647 -0.079 4.442  0.07
H -9.135 -1.487 5.399  0.08
H -6.906 0.482 6.113  0.13
H -6.644 -1.149 5.523  0.13
C 7.125 -0.538 0.124  -0.04
C 8.096 -1.677 0.350  -0.19
O 9.366 -1.191 0.837  0.04
C 9.432 -0.938 2.133  -0.39
O 8.547 -1.071 2.929  0.16
C 10.853 -0.470 2.508  -0.54
F 11.323 0.432 1.639  0.17
F 11.708 -1.502 2.516  0.17
F 10.858 0.081 3.717  0.17
H 7.560 0.208 -0.541  0.09
H 6.202 -0.910 -0.318  0.06
H 6.882 -0.037 1.062  0.07
H 8.313 -2.179 -0.591  0.11
H 7.691 -2.422 1.032  0.13
C 7.798 5.427 8.041  -0.06
C 7.029 4.194 8.463  -0.19
O 7.127 3.153 7.471  0.03
C 8.230 2.420 7.503  -0.40
O 9.142 2.538 8.266  0.18
C 8.158 1.333 6.420  -0.53
F 7.729 1.817 5.244  0.16
F 7.313 0.348 6.776  0.16
F 9.333 0.766 6.187  0.18
H 7.467 5.765 7.058  0.08
H 7.649 6.231 8.760  0.08
H 8.865 5.218 7.971  0.08
H 5.968 4.422 8.547  0.13
H 7.362 3.824 9.431  0.13

Results
SMILES string: CCSCC1=C(CCCCN)C(=O)C(C[C@@H](C)F)=C(N=C=S)C1=O.CCOC(=O)C(F)(F)F.CCOC(=O)C(F)(F)F.CCOC(=O)C(F)(F)F.CCOC(=O)C(F)(F)F.CCOC(=O)C(F)(F)F.CCOC(=O)C(F)(F)F.CCOC(=O)C(F)(F)F.CCOC(=O)C(F)(F)F
HOMO-LUMO gap (eV): 7.576
Highest occupied orbital energy (eV): -8.3
2S+1: 1
LUMO energy (eV): -0.7